Formula: C19H68N26O17P3
Source: the Open Molecules 2025 dataset
Level of theory: the ωB97M-V functional and the def2-TZVPD basis

Atoms and positions in Å:
C -3.30532 5.71476 -1.62139
C -3.81354 4.78944 -0.32380
P -2.60047 3.33733 -0.07769
C -1.66069 3.22570 -1.78184
P -3.63987 1.44020 0.33408
O -2.94277 0.88316 1.87360
C -5.50510 1.60567 0.65779
C -6.32474 2.10786 -0.84694
C -7.19676 0.83732 -1.62960
O -5.77359 1.48360 -2.15842
P -3.10713 -0.16464 -1.09657
O -2.97580 0.44392 -2.72129
O -1.43465 -0.57137 -0.65688
H -2.16125 5.95097 -1.45423
H -3.51523 5.16627 -2.65944
H -3.85208 6.77124 -1.64927
H -3.84214 5.54653 0.58729
H -4.91702 4.49338 -0.56925
H -2.48610 3.22351 -2.61116
H -1.19153 2.13022 -1.78431
H -0.84830 4.06965 -1.90200
H -3.40315 1.35779 2.64122
H -5.96863 0.54347 0.86543
H -5.79412 2.41884 1.45168
H -6.82935 3.25907 -0.86308
H -8.11792 1.60068 -1.63418
H -7.31591 0.64020 -2.75843
H -3.53584 -0.18758 -3.28207
H -1.14453 -0.01306 0.12701
C -5.71649 2.31721 -6.21418
O -5.24103 2.96950 -7.13024
N -6.56025 1.28895 -6.41500
N -5.43928 2.56843 -4.92203
H -6.96202 0.74019 -5.67370
H -6.79514 1.06640 -7.37346
H -4.80807 3.33456 -4.72692
H -5.82105 2.04251 -4.15406
C 0.17050 -3.63309 1.38802
O -0.32917 -2.92103 2.24476
N -0.03138 -3.43873 0.07233
N 0.96756 -4.67583 1.68302
H 0.37127 -4.01430 -0.64786
H -0.62542 -2.66408 -0.19294
H 1.14529 -4.85709 2.66230
H 1.38803 -5.27351 0.99157
C 1.43552 6.13897 -1.15805
O 0.38124 5.54156 -1.30737
N 1.84745 7.10767 -1.99561
N 2.27968 5.88191 -0.14269
H 2.71214 7.61073 -1.88921
H 1.24116 7.33233 -2.77361
H 2.00737 5.15941 0.51097
H 3.15211 6.36309 -0.00322
C 1.78351 -1.17709 5.24736
O 2.25897 -0.52480 4.33130
N 0.93975 -2.20534 5.04654
N 2.06072 -0.92586 6.53951
H 0.53798 -2.75410 5.78784
H 0.70486 -2.42789 4.08808
H 2.69192 -0.15974 6.73462
H 1.67895 -1.45178 7.30748
C 4.16709 -6.06317 1.97590
O 3.18732 -6.74062 1.70796
N 5.40434 -6.37267 1.54813
N 4.09713 -4.94666 2.72300
H 6.22319 -5.82737 1.75842
H 5.50110 -7.20580 0.98255
H 3.18383 -4.67801 3.06526
H 4.89266 -4.37591 2.95428
C 3.01261 4.17411 -3.96244
O 2.84846 5.31957 -4.35190
N 3.49899 3.20002 -4.75248
N 2.72168 3.78352 -2.70848
H 3.64110 2.25115 -4.44995
H 3.73095 3.45190 -5.70438
H 2.35297 4.48624 -2.08106
H 2.84991 2.84503 -2.36946
C -3.88974 9.60247 -2.43639
O -3.35092 9.05805 -1.48560
N -3.37061 9.58028 -3.67719
N -5.05071 10.27336 -2.32829
H -3.79943 10.02263 -4.47250
H -2.49708 9.08562 -3.80215
H -5.47530 10.31428 -1.41097
H -5.50952 10.72810 -3.09954
C 7.81026 -6.66812 -1.15168
O 8.34908 -7.21254 -0.20090
N 8.32939 -6.69031 -2.39248
N 6.64929 -5.99723 -1.04358
H 7.90057 -6.24796 -3.18779
H 9.20292 -7.18496 -2.51744
H 6.22470 -5.95631 -0.12626
H 6.19048 -5.54248 -1.81483
C 5.68351 -3.73222 6.23184
O 6.15897 -3.07993 5.31578
N 4.83975 -4.76047 6.03102
N 5.96072 -3.48099 7.52399
H 4.43798 -5.30923 6.77232
H 4.60486 -4.98302 5.07256
H 6.59192 -2.71487 7.71910
H 5.57895 -4.00692 8.29196
C 4.32141 0.07716 -6.70766
O 5.12267 0.46626 -5.87262
N 3.79894 -1.16234 -6.69211
N 3.88939 0.85305 -7.71810
H 3.13809 -1.50092 -7.37088
H 4.09779 -1.77878 -5.94778
H 4.25822 1.79382 -7.76655
H 3.23016 0.55043 -8.41521
C 3.91261 -8.35479 6.68105
O 3.74846 -7.20933 6.29159
N 4.39899 -9.32888 5.89101
N 3.62168 -8.74539 7.93501
H 4.54110 -10.27775 6.19354
H 4.63095 -9.07700 4.93912
H 3.25296 -8.04266 8.56243
H 3.74991 -9.68387 8.27404
C -9.26499 5.33440 -6.61749
O -10.08457 6.22423 -6.45255
N -8.82550 4.96693 -7.83461
N -8.72819 4.64167 -5.59689
H -8.15125 4.23675 -7.99050
H -9.20452 5.46340 -8.63035
H -9.03210 4.88678 -4.66363
H -8.05221 3.90566 -5.71285
C 1.16334 -5.67113 9.58114
O 1.98468 -6.34062 8.97460
N 0.09478 -6.21129 10.19431
N 1.25332 -4.33338 9.69047
H -0.59225 -5.67656 10.69842
H -0.01053 -7.21573 10.13629
H 2.04315 -3.88681 9.24307
H 0.58695 -3.76511 10.18559

Computed properties:
E_HOMO ... -10.27 eV
Spin multiplicity ... 1
Relative energy (zero: lowest compared OMol25 entry of this formula, charge and spin) ... 4.4330 eV
Net charge ... +1
E_tot ... -122220.53379 eV

---

Formula: C6H11N
Source: the Open Molecules 2025 dataset
Level of theory: the ωB97M-V functional and the def2-TZVPD basis

Atoms and positions in Å:
C -2.05309 0.57187 -0.13514
C -0.57005 0.22491 -0.47358
C 0.00711 -1.26085 -0.04491
C 1.21153 -1.01248 0.54822
C 1.65388 0.20407 -0.26037
N 1.82106 1.55394 -0.46623
C 0.44045 1.04402 0.12196
H -2.89922 -0.17899 -0.34494
H -2.40185 1.50862 -0.47483
H -2.50004 0.41777 0.81914
H -0.35431 0.26016 -1.49993
H -0.87264 -1.72183 0.61189
H -0.01917 -1.83044 -0.90358
H 1.90634 -1.88996 0.47138
H 0.96275 -0.38697 1.67074
H 1.16861 -0.28292 -1.27433
H 2.29056 1.87347 0.49381
H 0.20807 0.90560 1.14071

Computed properties:
SMILES ... C[C@@H]1CC[C@@H]2N[C@@H]12
E_HOMO ... -8.45 eV
Spin multiplicity ... 1
Relative energy (zero: lowest compared OMol25 entry of this formula, charge and spin) ... 8.3483 eV
E_tot ... -7882.18305 eV

---

Formula: C14H19Br6NO6
Source: the Open Molecules 2025 dataset
Level of theory: the ωB97M-V functional and the def2-TZVPD basis

Atoms and positions in Å:
C 1.54642 1.93636 3.41036
C 2.20413 2.48224 2.15584
C 1.75043 3.83910 1.60448
O 2.51725 4.78568 2.46159
C 3.57449 4.08920 2.91715
O 4.44729 4.45563 3.61892
O 3.56188 2.76126 2.51311
H 0.57740 1.46365 3.23770
H 1.40928 2.70767 4.17000
H 2.21128 1.19275 3.86560
H 2.20887 1.68333 1.42067
H 0.71316 4.02536 1.81991
H 1.93972 4.05216 0.55910
C -3.77161 -5.50224 2.01436
C -3.78742 -4.66457 0.67498
C -5.09776 -4.02087 0.23655
O -4.81380 -2.62464 0.33469
C -3.48216 -2.41741 0.58015
O -2.90139 -1.37028 0.51055
O -2.85137 -3.58221 0.78297
H -2.76107 -5.83765 2.13276
H -4.45980 -6.37939 1.87738
H -4.10351 -4.99558 2.99545
H -3.34064 -5.31565 -0.12279
H -5.97993 -4.16465 0.87721
H -5.45469 -4.23347 -0.77213
C -2.27254 -0.30846 -2.33235
Br -1.68687 -0.96881 -4.00486
Br -4.06927 0.27612 -2.29504
Br -1.10346 1.14691 -1.63395
H -2.20748 -1.10589 -1.56775
C 1.87424 -1.34811 -0.52163
Br 0.48756 -1.24567 0.81418
Br 1.42535 -2.19949 -2.18416
Br 3.49522 -2.10645 0.16334
H 2.07534 -0.36567 -0.82168
N 2.03479 1.77104 -3.88783
C 1.78444 3.08201 -3.57191
C 2.78375 3.45085 -2.72676
C 3.57080 2.34591 -2.40819
C 3.02396 1.28908 -3.13237
H 1.31651 1.29151 -4.42635
H 0.94113 3.61631 -3.97531
H 2.98411 4.42853 -2.40410
H 4.46963 2.39614 -1.87104
H 3.21634 0.18835 -3.08881

Computed properties:
E_HOMO ... -8.33 eV
Spin multiplicity ... 1
Relative energy (zero: lowest compared OMol25 entry of this formula, charge and spin) ... 0.0000 eV
E_tot ... -448855.01712 eV

---

Formula: C37H60I2N4O
Source: the Open Molecules 2025 dataset
Level of theory: the ωB97M-V functional and the def2-TZVPD basis

Atoms and positions in Å:
C -1.82870 -3.89071 0.85428
C -1.62275 -2.36944 0.90998
C -2.94756 -1.68271 1.23457
C -0.99069 -1.89591 -0.42301
C 0.14694 -0.92655 -0.24153
C 0.02193 0.44083 -0.32607
I -1.83769 1.31620 -0.79891
C 1.13312 1.31594 -0.09231
C 0.95184 2.81223 -0.20167
C 0.88089 3.28302 -1.68842
C 2.07742 4.16825 -2.11293
N 2.86378 3.65861 -3.23094
C 3.50565 2.38211 -2.94889
C 4.83124 2.49962 -2.24227
C 5.33772 3.68254 -1.71037
C 6.55528 3.71237 -1.03266
C 7.29046 2.54238 -0.86316
C 6.80110 1.35229 -1.39498
C 5.59254 1.33820 -2.08210
O 5.08725 0.15090 -2.58599
C 2.36448 0.76389 0.22725
C 3.58452 1.61334 0.50052
C 3.67855 2.09143 1.95296
C 4.23236 3.50079 2.05865
I 4.92351 0.83955 3.20449
C 2.51339 -0.64429 0.28417
N 3.75472 -1.15802 0.51316
C 3.84328 -2.44830 0.59335
N 5.08181 -3.03406 0.90906
C 2.71714 -3.28813 0.43681
N 1.53449 -2.84379 0.15401
C 1.41910 -1.48452 0.06447
H -2.21617 -4.18490 -0.11592
H -2.57520 -4.15366 1.59945
H -0.91111 -4.40789 1.11366
H -0.92326 -2.12479 1.70707
H -2.82319 -0.66715 1.59120
H -3.61988 -1.68455 0.38008
H -3.46052 -2.21905 2.02980
H -1.72972 -1.50597 -1.11343
H -0.57926 -2.78038 -0.89471
H 0.01874 3.06763 0.29077
H 1.76852 3.31642 0.28779
H 0.82941 2.40104 -2.31822
H -0.04376 3.82997 -1.82844
H 2.71040 4.34400 -1.25176
H 1.68973 5.13900 -2.41394
H 2.25089 3.53047 -4.02342
H 2.86537 1.69637 -2.38023
H 3.71402 1.88683 -3.89344
H 4.80564 4.60907 -1.83229
H 6.91908 4.64705 -0.63727
H 8.22763 2.51778 -0.33168
H 7.36756 0.44448 -1.25197
H 5.83370 -0.34727 -2.92746
H 4.48159 1.08566 0.20097
H 3.54643 2.49665 -0.12336
H 2.69744 2.06346 2.41401
H 5.25945 3.54597 1.71240
H 4.24834 3.80590 3.10167
H 3.61373 4.21701 1.52142
H 5.43350 -3.56974 0.12207
H 5.74027 -2.27568 1.05578
H 2.85104 -4.35427 0.55170
C -2.22810 4.94319 -3.17445
C -2.41546 5.78327 -1.91463
C -3.77258 5.57687 -1.24463
C -4.97870 5.96572 -2.10063
C -4.98226 7.41413 -2.58657
C -5.01992 8.43589 -1.45364
H -2.94989 5.20288 -3.94998
H -1.23014 5.09297 -3.59146
H -2.34071 3.88267 -2.94223
H -2.26603 6.84004 -2.15206
H -1.63367 5.51969 -1.19554
H -3.79279 6.13817 -0.30642
H -3.87158 4.52266 -0.96480
H -5.88799 5.78479 -1.51891
H -5.04173 5.30154 -2.96719
H -5.85715 7.56205 -3.22482
H -4.11031 7.60193 -3.21906
H -5.90407 8.29117 -0.82959
H -5.05373 9.45138 -1.85055
H -4.13879 8.36341 -0.81451
C -2.62707 -8.34410 0.79782
C -3.88811 -7.89080 1.52827
C -3.61426 -7.31989 2.91773
C -2.98660 -8.30032 3.90933
C -3.79237 -9.57550 4.15131
C -5.17273 -9.31887 4.74939
H -2.12110 -9.15386 1.32555
H -2.87456 -8.70743 -0.20069
H -1.92386 -7.51575 0.68827
H -4.59475 -8.72277 1.59286
H -4.37993 -7.11941 0.92968
H -4.55026 -6.93220 3.33003
H -2.94943 -6.45588 2.81865
H -2.84535 -7.78368 4.86391
H -1.98466 -8.57457 3.56742
H -3.22686 -10.21776 4.83146
H -3.89677 -10.13796 3.21948
H -5.09113 -8.79018 5.70124
H -5.69493 -10.25889 4.93303
H -5.79724 -8.72217 4.08308

Computed properties:
SMILES ... CC(C)Cc1c(I)c(CCCNCc2ccccc2O)c(C[C@H](C)I)c2nc(N)cnc12.CCCCCC.CCCCCC
E_HOMO ... -8.36 eV
Spin multiplicity ... 1
E_tot ... -63553.05296 eV

---

Formula: C45H45LaN8O8PS2
Source: the Open Molecules 2025 dataset
Level of theory: the ωB97M-V functional and the def2-TZVPD basis

Atoms and positions in Å:
La -0.75752 0.14428 -0.68296
O 6.27573 1.71423 -2.38603
C 5.93190 0.54330 -2.18296
O 6.55405 -0.53334 -2.20160
C 4.41961 0.39091 -1.80352
C 4.05560 -0.48956 -0.79014
C 2.73537 -0.57035 -0.39894
N 1.76234 0.14862 -0.96914
C 2.10702 0.97171 -1.98126
C 3.41240 1.13592 -2.40364
C 0.94305 1.74119 -2.58509
O 1.00853 2.21853 -3.70716
O -0.07027 1.84797 -1.79022
H 4.80330 -1.11663 -0.32628
H 2.44293 -1.23148 0.40896
H 3.64244 1.85446 -3.17814
C -0.26920 2.86703 2.14589
C 0.32877 1.66291 2.86484
C 0.41201 1.95938 4.35989
C 1.73696 1.40191 2.31799
P -0.67404 0.14277 2.31979
C 0.20500 -1.20747 3.20586
C 0.83533 -2.17984 2.42923
C 1.59887 -3.17601 3.02035
C 1.72823 -3.22276 4.39877
C 1.05055 -2.30128 5.18391
C 0.28971 -1.30338 4.59540
C -2.44146 0.01406 2.99693
C -3.35597 0.65095 1.94793
C -2.74314 -1.49185 3.03541
C -2.71158 0.67113 4.34749
H 0.42670 3.70948 2.18515
H -1.18942 3.17722 2.62744
H -0.47023 2.65102 1.09219
H 1.06384 2.82609 4.49642
H 0.84722 1.13072 4.91398
H -0.56170 2.21717 4.76950
H 2.37647 2.26310 2.52253
H 1.71376 1.26016 1.23729
H 2.19760 0.52565 2.77782
H 0.70593 -2.16615 1.35437
H 2.10035 -3.91100 2.40370
H 2.33998 -3.98508 4.86319
H 1.11992 -2.35168 6.26322
H -0.24452 -0.61189 5.22805
H -3.17654 0.26335 0.94237
H -3.24834 1.72714 1.93669
H -4.40181 0.44965 2.19554
H -2.45137 -1.96469 2.09195
H -3.81805 -1.63973 3.15955
H -2.23046 -1.99632 3.85374
H -2.62022 1.75546 4.28984
H -2.06381 0.29426 5.13756
H -3.74381 0.45073 4.63393
O -4.97083 5.71751 3.31045
S -3.67351 5.21783 2.95214
O -2.82534 4.80600 4.04984
N -3.74542 4.00411 1.85581
C -3.07894 4.28956 0.76281
S -2.79524 3.21366 -0.50992
C -2.53977 5.67823 0.72255
C -1.84292 6.29098 -0.30517
C -1.41797 7.59992 -0.12085
C -1.67140 8.27588 1.06809
C -2.36902 7.65833 2.10042
C -2.79004 6.36284 1.90151
H -1.64231 5.73840 -1.21299
H -0.88287 8.10689 -0.91336
H -1.30553 9.28627 1.19697
H -2.58346 8.17389 3.02733
N -1.99062 1.39041 -5.51845
C -2.35197 1.58805 -4.24476
N -2.17295 2.79136 -3.70227
N -3.01078 0.59091 -3.64573
C -2.98218 0.25692 -2.41801
N -3.00192 -0.23723 -1.34753
H -1.33873 2.05352 -5.90814
H -1.77537 0.41820 -5.71576
H -1.34726 3.30201 -3.98750
H -2.44422 2.94595 -2.73908
O -0.72498 -1.21884 -5.17955
C -0.37927 -1.76943 -4.15114
N 0.15239 -3.02822 -4.12846
C 0.54939 -3.43723 -2.80357
C -0.04460 -2.24874 -2.03277
O -0.09993 -2.17223 -0.78164
N -0.48019 -1.29240 -2.84138
C 2.07047 -3.41083 -2.62061
C 2.86274 -2.59657 -3.42447
C 4.23876 -2.58987 -3.26317
C 4.83166 -3.37725 -2.28794
C 4.04393 -4.17029 -1.46932
C 2.66603 -4.19005 -1.63511
C -0.03229 -4.80058 -2.46859
C -0.91002 -5.01267 -1.41417
C -1.44017 -6.27750 -1.19409
C -1.10549 -7.33234 -2.02629
C -0.23090 -7.12339 -3.08369
C 0.30522 -5.86636 -3.29975
H 0.41398 -3.51226 -4.96780
H 2.40750 -1.95718 -4.17090
H 4.86108 -1.95837 -3.88118
H 5.90218 -3.31535 -2.15226
H 4.50125 -4.78580 -0.70434
H 2.04418 -4.81289 -1.00396
H -1.17411 -4.19132 -0.76337
H -2.12621 -6.43566 -0.37207
H -1.51033 -8.31899 -1.84248
H 0.03028 -7.93925 -3.74518
H 1.00003 -5.71044 -4.11673

Computed properties:
E_HOMO ... -5.88 eV
Spin multiplicity ... 1
Relative energy (zero: lowest compared OMol25 entry of this formula, charge and spin) ... 1.1178 eV
Net charge ... -1
E_tot ... -107524.75665 eV

---

Formula: C11H30O9
Source: the Open Molecules 2025 dataset
Level of theory: the ωB97M-V functional and the def2-TZVPD basis

Atoms and positions in Å:
O -0.00619 2.49105 -3.57920
C -0.33608 2.48219 -2.39070
O 0.46244 2.85372 -1.34316
C -0.37833 2.75529 -0.13823
C -1.79953 2.50925 -0.71715
O -1.56162 2.09017 -2.03287
H -0.01372 2.01992 0.53616
H -0.29962 3.67209 0.33041
H -2.52983 3.34675 -0.80680
H -2.32065 1.71284 -0.16930
C -4.05665 -0.58916 -1.85508
O -4.10235 -0.32460 -0.47964
C -2.94407 -0.84514 0.22671
C -2.99120 -0.49366 1.71812
O -2.68306 0.85272 2.04397
C -3.76322 1.70126 2.32846
H -3.87252 -1.64597 -2.12153
H -3.27908 0.02940 -2.30658
H -5.08375 -0.24525 -2.15103
H -2.03575 -0.45656 -0.24380
H -2.92505 -1.94907 0.07930
H -2.37024 -1.16482 2.29488
H -3.97913 -0.73353 2.03939
H -3.94534 1.69539 3.37106
H -4.68825 1.42533 1.80560
H -3.50806 2.72332 2.11613
C 2.76123 1.05936 0.83036
O 2.98586 -0.35900 0.55174
H 1.77920 1.18269 1.40138
H 3.50785 1.62179 1.40347
H 2.80764 1.61758 -0.10784
H 3.91140 -0.46023 0.22127
C 1.77171 -2.76026 2.55005
O 1.08024 -2.00888 1.61196
H 2.30062 -2.22405 3.31920
H 1.15342 -3.48051 3.03710
H 2.57222 -3.43883 2.11805
H 1.68047 -1.41297 1.11612
C 0.10153 -0.95263 -1.87320
O 0.55016 -0.06532 -0.76540
H 1.01982 -1.23473 -2.41532
H -0.34237 -1.85618 -1.50180
H -0.59476 -0.38731 -2.46474
H 1.43908 -0.37219 -0.60058
C 5.73926 -1.80681 -1.55160
O 5.71447 -1.14472 -0.31934
H 5.41922 -1.01193 -2.23449
H 6.77050 -1.99630 -1.72411
H 5.13410 -2.70414 -1.61479
H 5.74801 -1.71740 0.45735

Computed properties:
SMILES ... O=C1OCCO1.COCCOC.CO.CO.CO.CO
E_HOMO ... -9.75 eV
Spin multiplicity ... 1
Relative energy (zero: lowest compared OMol25 entry of this formula, charge and spin) ... 1.6209 eV
E_tot ... -30317.28084 eV